14
Properties=species:S:1:pos:R:3:lowdin_charge:R:1 method="wB97M-V/def2-TZVPD" e_homo_ha=-0.314 homo_lumo_gap_ev=9.3 smiles=c1ncn2c1COC2 max_force_ha_per_bohr=0.0736 lumo_ev=0.77 total_charge=0
O -0.39638 1.58099 -1.08304 -0.10
N 0.37117 -0.48565 -0.42271 0.03
N 0.75194 -1.85912 1.27860 0.04
C -0.65082 1.45628 0.31866 -0.13
C 0.90731 -1.70452 0.00057 -0.17
C -0.06495 0.39395 -1.68165 -0.09
C -0.18956 0.07471 0.70378 -0.22
C 0.14634 -0.76509 1.74611 -0.15
H -1.72834 1.91485 0.67984 0.17
H 0.03715 2.19007 0.88836 0.14
H 0.77300 0.46477 -2.41644 0.14
H 1.26247 -2.47051 -0.65900 0.11
H -0.32261 -0.65816 2.78252 0.13
H -0.89671 -0.13257 -2.13560 0.12

=====

15
Properties=species:S:1:pos:R:3:lowdin_charge:R:1 method="wB97M-V/def2-TZVPD" e_homo_ha=-0.314 homo_lumo_gap_ev=8.9 max_force_ha_per_bohr=0.1706 lumo_ev=0.38 total_charge=0
O -0.85426 0.41576 -1.98659 0.15
O -0.00254 2.23282 -1.26173 0.10
N 0.64932 0.93438 1.14042 0.06
N -0.81271 -2.05461 -0.42190 -0.01
C 0.99218 -0.08584 2.05047 -0.10
C -0.00998 -1.10595 0.28944 -0.40
C 0.07916 0.24224 0.09634 -0.19
C -0.25169 1.07045 -1.13581 -0.61
C 0.58503 -1.36398 1.52586 -0.06
H 1.34012 0.14928 3.00251 0.07
H -0.48127 -3.13546 -0.35573 0.13
H 1.10829 -2.43701 1.68938 0.15
H -1.06600 -0.61120 -2.03124 0.18
H 0.61445 2.12587 1.39927 0.29
H -1.88569 -1.98003 0.29497 0.23

=====

15
Properties=species:S:1:pos:R:3:lowdin_charge:R:1 method="wB97M-V/def2-TZVPD" e_homo_ha=-0.333 homo_lumo_gap_ev=9.8 smiles=C#[N+][O-].Cc1ccno1 max_force_ha_per_bohr=0.0767 lumo_ev=0.75 total_charge=0
O -1.46752 1.16712 0.19577 0.02
O 2.07509 -0.33033 -0.87828 -0.05
N 2.58762 0.74937 -0.20599 0.04
N -2.52433 1.71932 0.04635 -0.20
C -3.52255 2.28973 -0.15917 0.16
C 0.40052 -2.16683 -0.75724 -0.03
C 1.87620 0.85927 0.91651 -0.13
C 0.85138 -0.14394 0.95043 -0.06
C 1.03070 -0.89759 -0.19647 -0.31
H 1.09536 -3.11275 -0.53179 0.12
H -0.74242 -2.43172 -0.45073 0.13
H 0.38011 -1.94339 -1.80262 0.05
H 2.04437 1.77857 1.59088 0.14
H -4.32730 2.87685 -0.42231 0.05
H 0.24278 -0.41366 1.70466 0.06

=====

15
Properties=species:S:1:pos:R:3:lowdin_charge:R:1 method="wB97M-V/def2-TZVPD" e_homo_ha=-0.330 homo_lumo_gap_ev=9.1 max_force_ha_per_bohr=0.1772 lumo_ev=0.11 total_charge=0
O 0.43764 1.13950 -2.38500 -0.03
O 1.98687 0.30819 1.74499 0.09
N 1.19613 0.73283 -0.27312 0.22
N -0.90564 -0.16691 -0.94128 0.14
C -1.12934 -0.75147 0.28857 -0.28
C 1.02818 0.19656 1.09091 -0.54
C 0.15682 0.51076 -1.16855 -0.42
C -0.15944 -0.47394 1.29139 0.03
C -2.36662 -1.42884 0.59175 0.00
H -2.33932 -1.85236 -0.23824 0.02
H -2.18713 -2.10405 1.25629 0.03
H -0.14256 -1.27380 2.45990 0.23
H 1.95838 1.30439 -0.33334 0.11
H -0.66413 1.04932 -3.01567 0.30
H -3.23230 -0.98488 0.92747 0.10

=====

15
Properties=species:S:1:pos:R:3:lowdin_charge:R:1 method="wB97M-V/def2-TZVPD" e_homo_ha=-0.326 homo_lumo_gap_ev=8.4 max_force_ha_per_bohr=0.1199 lumo_ev=-0.44 total_charge=0
O -2.83494 -1.72682 -0.31425 0.03
O -1.38133 2.00858 -0.01179 0.04
N -0.02498 -1.17813 0.34468 0.22
N -0.58229 0.98283 -0.05129 -0.21
C -1.05823 -0.22603 0.14724 -0.27
C 0.71175 0.98846 -0.32170 0.02
C 2.26331 -0.96525 -0.08815 -0.07
C 0.93485 -0.33842 -0.07369 -0.47
C -2.43101 -0.58626 0.02977 -0.17
H 2.04097 -2.01502 -0.58143 0.12
H 2.04108 -1.25658 0.93091 0.06
H 3.30845 -0.34769 -0.11190 0.13
H -2.90973 0.51257 -0.07534 0.15
H 1.42446 1.86479 -0.81406 0.21
H -1.50235 2.28300 0.99098 0.21

=====

17
Properties=species:S:1:pos:R:3:lowdin_charge:R:1 method="wB97M-V/def2-TZVPD" e_homo_ha=-0.325 homo_lumo_gap_ev=9.0 smiles="C/C(OS)=C1/NC(=O)NC1=O" max_force_ha_per_bohr=0.0806 lumo_ev=0.20 total_charge=0
S -1.25745 -1.36115 2.90162 0.85
O -0.36287 -1.46045 1.57258 -0.54
O -0.94745 1.49567 -1.61337 0.08
O 3.49519 1.39311 -0.68053 0.11
N 1.83538 0.11700 0.23639 0.19
N 1.36255 1.65843 -1.37205 0.21
C 0.42068 0.13937 -0.06005 -0.06
C 2.35244 1.07143 -0.61593 -0.55
C 0.11656 1.16836 -1.14297 -0.38
C -1.86173 -0.70522 -0.25320 -0.02
C -0.55108 -0.66698 0.45931 -0.31
H -1.92206 -1.72729 -0.60888 0.10
H -2.65783 -0.76744 0.44640 0.05
H -1.77008 -2.58789 2.78282 -0.12
H 1.42058 2.46798 -1.93961 0.16
H -2.11907 -0.02133 -1.05629 0.08
H 2.44625 -0.21360 0.94374 0.15

=====

16
Properties=species:S:1:pos:R:3:lowdin_charge:R:1 method="wB97M-V/def2-TZVPD" e_homo_ha=-0.341 homo_lumo_gap_ev=9.6 max_force_ha_per_bohr=0.0877 lumo_ev=0.34 total_charge=0
S -1.11998 1.66886 1.69155 0.89
S 0.34553 1.66614 -0.99443 0.80
O -1.79789 0.10778 -0.48561 -0.12
N 2.01109 -1.87017 -0.07697 0.20
N -0.17164 0.86124 2.78541 -0.30
C 0.01146 -0.70560 0.95531 -0.26
C 1.11130 -1.29050 0.33506 -0.25
C -0.70702 0.54393 0.19011 -0.90
C 0.34535 -0.15780 2.34055 -0.27
C 0.45054 0.33929 -2.32782 -0.35
H 1.15331 0.72762 -3.05416 0.03
H -0.76813 -1.48812 1.27355 0.19
H -2.38226 0.89306 -0.82083 0.17
H -0.46799 -0.02883 -2.86523 0.07
H 1.12104 -0.79690 2.88932 0.15
H 0.86529 -0.46999 -1.83582 -0.05

=====

14
Properties=species:S:1:pos:R:3:lowdin_charge:R:1 method="wB97M-V/def2-TZVPD" e_homo_ha=-0.284 homo_lumo_gap_ev=8.6 max_force_ha_per_bohr=0.0588 lumo_ev=0.93 total_charge=0
S -2.58254 -0.49439 0.02438 0.83
N -1.30190 -1.63825 -0.07900 -0.22
N 1.07019 -1.45604 0.09046 0.08
C -1.56922 0.94674 -0.23873 -0.43
C 1.12643 0.82852 -0.03517 -0.05
C -0.24138 0.46076 0.48319 -0.28
C -0.20766 -0.98860 0.12833 -0.50
C 1.85473 -0.29882 -0.12896 -0.09
H 1.28301 -2.36987 -0.31816 0.16
H -1.99363 1.77498 0.32694 0.07
H -0.33771 0.55944 1.55852 0.15
H -1.48294 1.22310 -1.30741 0.09
H 1.46230 1.83218 -0.15381 0.09
H 2.92031 -0.37975 -0.35058 0.12

=====

14
Properties=species:S:1:pos:R:3:lowdin_charge:R:1 method="wB97M-V/def2-TZVPD" e_homo_ha="-0.286 / -0.286" homo_lumo_gap_ev="7.5 / 7.5" max_force_ha_per_bohr=0.0881 lumo_ev="-0.29 / -0.29" total_charge=0
S 3.13228 0.65334 0.09958 0.71
N 0.74907 -2.57485 0.00601 0.05
N 0.11476 0.23105 -0.08432 -0.06
C -0.42775 -2.02529 -0.03620 -0.14
C 2.07605 -0.50153 -0.08047 -0.64
C 1.89981 -1.85564 -0.02456 -0.23
C 0.00442 1.61268 -0.13068 -0.11
C -0.78262 -0.59146 -0.05236 -0.12
H 0.75131 1.95762 -0.74088 0.03
H -1.01429 1.98357 -0.38066 0.11
H -1.80294 -0.35251 0.15545 0.12
H -1.26308 -2.69617 0.24870 0.10
H 0.21951 1.97810 0.89473 0.11
H 2.80326 -2.37794 -0.08029 0.08

=====

14
Properties=species:S:1:pos:R:3:lowdin_charge:R:1 method="wB97M-V/def2-TZVPD" e_homo_ha="-0.308 / -0.308" homo_lumo_gap_ev="7.5 / 7.5" max_force_ha_per_bohr=0.0851 lumo_ev="-0.86 / -0.86" total_charge=0
S -1.88092 1.15861 0.41938 0.93
N 2.20436 2.52573 0.16940 -0.11
N 0.99799 -1.58201 0.19027 0.18
C -0.74119 -0.06000 1.33634 -0.28
C -0.29465 -0.07341 -1.14740 -0.22
C 1.51709 1.62328 0.06997 -0.30
C 0.14114 -0.51424 0.11758 -0.36
C -1.38568 0.76371 -1.15468 -0.41
H -0.22508 0.33059 2.20908 0.09
H -1.41301 -0.89201 1.50578 0.08
H -1.71617 1.18795 -2.09644 0.09
H 1.11564 -2.12003 -0.56716 0.06
H 1.49174 -1.97760 0.98470 0.13
H 0.18873 -0.37055 -2.03681 0.11

=====

14
Properties=species:S:1:pos:R:3:lowdin_charge:R:1 method="wB97M-V/def2-TZVPD" e_homo_ha=-0.331 homo_lumo_gap_ev=8.4 smiles="CC(=S)n1ccnc1" max_force_ha_per_bohr=0.1255 lumo_ev=-0.58 total_charge=0
S 0.53378 -2.68534 0.41967 0.74
N 0.04508 -0.18966 0.37127 -0.10
N 0.07834 1.16683 2.24618 0.08
C 0.23708 -1.29811 -0.38172 -0.83
C 0.00984 -0.02103 1.75338 -0.20
C 0.21218 1.30459 -0.06896 0.02
C -0.31885 -1.06163 -1.73412 -0.09
C 0.25796 1.94075 1.13084 -0.19
H -0.34156 -1.96733 -2.34364 0.08
H 0.17478 1.65159 -1.12553 0.11
H 0.58123 3.00754 1.29645 0.12
H -0.28251 -0.90371 2.29862 0.10
H 0.14450 -0.34510 -2.32541 0.05
H -1.33186 -0.59940 -1.53702 0.12

=====

15
Properties=species:S:1:pos:R:3:lowdin_charge:R:1 method="wB97M-V/def2-TZVPD" e_homo_ha="-0.320 / -0.315" homo_lumo_gap_ev="7.6 / 7.2" max_force_ha_per_bohr=0.0657 lumo_ev="-1.12 / -1.36" total_charge=0
S -2.32535 1.55678 2.72703 0.50
S -0.26543 -0.71101 -1.91027 0.90
N 0.06726 1.73659 1.91269 0.19
N -1.02602 1.32229 1.65402 -0.75
C 1.20498 -1.54682 -1.24629 -0.43
C -1.36373 0.41738 0.43900 -0.21
C 0.97874 0.42960 0.03806 -0.05
C 1.77045 -0.57242 -0.13963 -0.09
C -0.31180 0.64312 -0.58567 -0.55
H -0.35677 1.52890 -1.06646 0.07
H 1.84125 -1.81448 -2.11535 0.08
H 2.73970 -0.62188 0.23022 0.08
H -1.34825 -0.64154 0.62263 0.11
H 0.86215 -2.43896 -0.82223 0.04
H -2.46717 0.71243 0.26225 0.12

=====

Total energy, record by record: -378.8129; -454.0102; -453.9249; -453.9842; -453.9120; -927.5224; -1175.1731; -701.7841; -701.7098; -701.6948; -701.7682; -1099.7796 hartree
Relative energy (zero: lowest compared OMol25 entry of this formula, charge and spin), record by record: 1.580; 3.375; 5.696; 4.081; 6.045; 1.659; 1.284; 1.491; 3.513; 3.923; 1.926; 4.873 eV